The following is a DFT calculation (wB97M-V/def2-TZVPD) of a structure of composition C18H30MnNO3P at a distorted geometry.

**Gap between HOMO and LUMO (alpha / beta)**: 0.324 / 0.195 Ha
**2S+1**: 4
**Total charge**: +4
**<S²>**: 3.798
**Relative energy (zero: lowest compared OMol25 entry of this formula, charge and spin)**: 25.0 kcal per mole
**Strongest force on any atom**: 0.180 Eh/bohr

Last column: Löwdin charge in e.
Cartesian coordinates (Å):
H -2.30 1.10 -5.11  0.1509
C 1.41 -0.39 0.17  -0.1002
C -1.76 2.21 -2.66  -0.0312
H 1.69 2.36 -1.55  0.0907
H -1.36 -1.78 6.69  0.1466
H -0.60 1.61 -5.04  0.1163
H 0.65 0.55 2.71  0.1549
C -1.31 0.84 -4.71  -0.0243
H 0.22 -2.52 6.42  0.1336
C 1.59 2.33 -2.64  -0.0318
C 0.04 -0.32 2.98  0.0381
O -0.45 2.54 0.66  0.2719
H 0.77 2.98 -2.94  0.0782
H -1.02 -0.12 -5.14  0.0925
H 1.14 0.92 -4.20  0.1236
H 0.57 -0.28 5.06  0.1833
C -1.47 -1.97 2.30  0.0205
H 0.14 -2.05 -0.24  0.1336
H 3.02 -0.10 -2.01  0.0830
H 0.46 -1.42 -4.24  0.1343
C -0.50 1.41 0.34  -0.0967
H -1.04 2.96 -3.01  0.0949
C 2.76 0.14 -3.05  -0.0229
H 2.76 -0.78 -3.64  0.0875
H -1.91 -2.13 -2.40  0.0562
H -2.74 2.50 -3.06  0.1460
C -1.45 0.81 -3.19  -0.4179
H -1.23 -3.37 -3.47  0.1179
C 1.13 -2.64 -2.64  -0.0686
H -2.29 0.15 -2.90  0.1259
H 3.55 0.79 -3.45  0.1405
H -1.89 -1.86 -4.15  0.1006
C -0.79 -2.44 6.01  0.0476
H 2.13 -2.52 -3.07  0.0930
C -0.77 -1.92 4.60  -0.1346
C -1.49 -2.54 3.58  0.1101
H 0.80 -3.67 -2.87  0.1158
H 2.51 2.74 -3.07  0.1373
H -0.60 -2.12 -0.55  0.1523
C -1.32 -2.29 -3.32  -0.0545
C -2.19 -0.58 -0.42  -0.1034
O 2.53 -0.19 0.43  0.2475
Mn -0.39 -0.28 -0.18  0.1113
H -1.82 2.28 -1.57  0.0654
N -0.68 -0.92 2.02  0.0429
C -0.01 -0.79 4.29  0.1874
C 0.09 -1.67 -3.23  -0.4549
O -3.35 -0.69 -0.58  0.2590
P 0.02 -0.01 -2.35  1.1226
H -2.03 -2.38 1.46  0.1422
H -1.26 -3.43 6.06  0.1173
H 1.23 -2.57 -1.55  0.0394
H -2.06 -3.44 3.75  0.1648
C 1.44 0.89 -3.14  -0.4363



The following is a DFT calculation (wB97M-V/def2-TZVPD) of the molecule C18H30N2O2.

**Gap between HOMO and LUMO**: 0.334 Ha
**2S+1**: 1
**SMILES**: CC(C)CCC(O)(CCC(C)C)C(=O)NNc1ccccc1
**Relative energy (zero: lowest compared OMol25 entry of this formula, charge and spin)**: 23.9 kcal per mole
**Strongest force on any atom**: 0.015 Eh/bohr

Last column: Löwdin charge in e.
Cartesian coordinates (Å):
H 0.58 2.37 4.59  0.0740
H -0.74 -1.31 -1.39  0.1228
H -3.14 3.96 -5.05  0.0973
C -3.01 3.88 -1.68  -0.0357
H -0.41 -4.43 -2.12  0.0844
H -0.18 -0.44 3.36  0.1297
C 2.40 -0.56 4.26  -0.0760
H 1.95 -2.25 -0.31  0.1125
H 1.92 1.78 5.59  0.0739
H 0.41 0.88 5.52  0.0817
H -1.24 2.41 -4.76  0.1022
H 2.32 1.30 3.18  0.1341
C -3.43 4.22 -2.94  -0.0913
C -1.29 2.49 -2.63  -0.0336
H 0.31 1.73 -0.10  0.1514
O -2.42 0.35 0.66  0.0901
H -0.47 1.80 -2.51  0.0954
H -0.81 -2.89 -2.89  0.0668
C 0.99 -2.45 -0.78  -0.1773
H -1.94 -1.48 1.22  0.0995
H 2.02 -4.90 -1.43  0.0814
H 2.87 -1.09 3.45  0.0678
H 0.74 -0.36 -1.26  0.1171
H 1.72 -1.24 4.78  0.0854
H 0.46 -3.18 -0.16  0.1250
C -0.03 -3.64 -2.77  -0.0757
H 2.52 -4.52 -3.08  0.0735
N -0.68 1.61 -0.01  0.0707
C 2.33 -4.10 -2.10  -0.0856
C 0.92 -0.36 1.52  -0.1152
H 1.44 -1.29 1.73  0.1155
C -1.93 3.01 -1.51  -0.2508
H 0.17 -4.07 -3.74  0.0755
C 1.23 -3.03 -2.17  -0.4389
O -1.01 -1.76 1.23  0.0159
C -0.28 -0.72 0.62  -0.4519
C -2.80 3.70 -4.06  -0.1061
H 3.26 -3.67 -1.72  0.0732
C 1.10 1.47 4.94  -0.0840
H 1.58 -2.23 -2.83  0.1342
C 1.63 0.66 3.76  -0.4390
H -2.18 2.83 0.49  0.1386
C -1.23 0.46 0.43  -0.4233
C 0.47 0.27 2.84  -0.1718
H -0.13 1.16 2.63  0.1129
N -1.45 2.76 -0.21  0.0436
C 0.17 -1.16 -0.80  -0.1113
H -4.27 4.89 -3.06  0.1026
C -1.73 2.83 -3.90  -0.0910
H 3.17 -0.25 4.96  0.0755
H 1.60 0.31 0.99  0.1247
H -3.50 4.28 -0.80  0.1096